[1]
C3H10FNP as an isolated structure in a non-equilibrium geometry, computed with ωB97M-V/def2-TZVPD.

Geometry as XYZ:
```
16
Properties=species:S:1:pos:R:3:forces:R:3
H -0.284 -1.595 1.282 2.114 -0.465 2.844
H -2.089 -1.599 0.894 1.700 -0.406 0.089
H 2.396 -0.509 0.085 -0.971 0.926 0.425
C 0.733 0.890 0.007 -1.000 2.041 2.758
H 0.628 1.760 -0.609 -0.357 0.597 -0.500
H 1.721 -0.281 -1.341 -0.390 1.457 0.658
F 0.347 -0.766 -1.834 -0.864 0.195 1.026
N 1.995 0.322 -0.420 1.232 -4.223 -0.678
C -2.096 1.011 -0.335 4.099 -1.690 0.644
H 2.825 0.890 -0.494 -0.162 1.043 -0.338
H -2.970 0.546 -0.351 -3.962 -1.802 0.129
H -2.054 1.988 -0.611 0.313 2.621 -0.826
H -0.861 -2.324 -0.185 0.469 -1.843 -1.260
H 0.652 1.352 1.081 0.844 -1.233 -1.735
C -0.993 -1.634 0.570 -4.375 2.891 -1.907
P -0.827 -0.024 -0.273 1.311 -0.110 -1.331
```
Positions in Å, forces in eV/Å.

The orbital gap is 10.15 eV. The calculation puts the highest occupied orbital energy at -13.81 eV. The total energy is -16760.772 eV. The calculation puts the relative energy (zero: lowest compared OMol25 entry of this formula, charge and spin) at 51.3 kcal/mol. Its charge is +1. For the maximum force, the calculation gives 5.58 eV/A.

---

[2]
C42H42GeN6O2RbS4 as an isolated structure in a non-equilibrium geometry, computed with ωB97M-V/def2-TZVPD.

Geometry as XYZ:
```
98
Properties=species:S:1:pos:R:3:forces:R:3
C -0.308 -0.189 3.849 0.234 0.093 -0.085
H 4.427 -5.161 3.953 -0.006 -0.059 0.023
N -2.421 -0.745 -4.286 -0.422 0.166 0.721
C 2.582 -3.337 1.786 -0.242 0.052 -0.232
N -2.519 2.010 0.406 0.097 -0.320 -0.060
C -4.648 -2.250 -1.765 -0.231 0.056 0.016
C -1.706 2.794 1.102 0.019 0.003 0.181
S -0.192 -0.566 -5.589 -0.694 -0.466 0.087
H -3.589 -1.736 -5.703 -0.130 -0.126 -0.141
S -1.750 -4.774 0.624 0.649 -0.460 0.217
C -0.504 0.137 5.188 -0.039 -0.044 -0.077
Rb -1.086 -0.961 -0.863 -0.929 -1.283 1.485
C -3.916 -3.260 -2.372 -0.179 0.058 -0.084
H -0.819 -2.861 3.960 -0.020 0.037 0.065
S 0.881 0.298 1.443 0.108 0.185 0.266
C -1.211 -0.299 -4.136 0.397 -0.444 -1.880
C 0.678 3.721 -5.543 -0.070 0.125 0.037
H -1.484 -1.726 -7.330 -0.090 -0.136 -0.196
C -1.428 4.106 0.755 -0.030 0.187 -0.155
C -1.562 -1.332 -6.337 0.323 0.217 -0.062
H -0.668 6.661 -5.030 0.010 -0.051 -0.108
H 4.095 -0.022 -1.916 0.041 -0.002 -0.140
C 1.731 1.005 5.339 0.038 0.113 0.096
C 4.448 -2.075 2.586 0.051 0.236 -0.044
N -3.410 -2.536 1.753 -0.339 0.219 -0.156
C 0.220 3.498 -2.820 0.048 -0.027 0.070
C 0.886 0.228 3.228 -0.031 0.006 -0.256
C 4.111 -4.321 3.349 -0.002 -0.072 -0.002
C -3.497 -1.167 2.208 0.073 0.018 0.167
H 4.653 1.235 2.117 0.050 0.026 0.089
C 0.691 2.411 -3.533 0.111 -0.490 0.147
H -0.132 5.984 -6.482 -0.078 0.020 0.109
H -2.814 0.155 3.724 -0.019 -0.071 0.095
H -3.901 -4.481 2.276 0.042 -0.051 0.012
C 1.906 0.782 3.981 0.091 -0.020 0.000
H 0.857 3.806 -6.608 0.031 -0.002 -0.027
H -3.713 1.832 -1.244 -0.001 0.017 -0.117
O 1.726 -0.038 -3.368 -0.027 0.218 -0.380
C -2.854 3.805 -1.132 0.043 0.221 0.063
H -1.268 2.347 1.985 0.102 0.015 0.067
H -5.352 -1.665 -2.341 0.006 0.096 -0.020
C -2.855 -3.800 -0.256 -0.068 -0.104 0.080
H 1.699 -3.420 1.157 -0.002 -0.101 0.072
H 1.296 1.676 -5.435 0.076 -0.026 -0.112
H -4.535 -0.899 2.493 0.059 0.122 -0.115
C -4.505 -2.031 -0.400 -0.179 0.192 -0.022
H -1.436 -0.107 5.674 -0.108 -0.107 -0.011
C 2.975 -4.415 2.560 -0.003 -0.124 0.060
C -3.610 -2.769 0.359 0.256 -0.184 -0.127
H -4.050 -3.463 -3.425 0.063 0.047 -0.110
H -3.166 -0.506 1.399 -0.191 0.004 0.193
H 5.033 -1.167 2.582 0.128 0.073 0.050
H 2.400 -5.329 2.543 -0.081 -0.054 -0.024
C 4.993 1.206 1.090 -0.173 -0.050 0.199
N -0.023 6.032 -5.481 -0.015 0.254 -0.078
H -2.490 -4.833 -2.095 0.013 0.070 0.081
C 3.308 -2.151 1.798 -0.206 0.635 -0.328
C 0.180 4.818 -4.838 0.159 -0.245 0.112
H 0.335 0.972 6.962 0.007 0.015 0.099
C -0.034 4.694 -3.463 0.019 -0.015 -0.127
H -5.127 -1.286 0.086 0.076 0.093 0.001
C 5.844 1.168 -1.533 0.138 0.043 -0.132
H 0.362 -2.319 2.761 -0.058 0.013 -0.013
C 4.851 -3.152 3.354 0.155 -0.058 0.161
Ge 2.708 -0.666 0.616 0.931 -0.405 0.372
C -3.048 -4.028 -1.629 -0.053 0.075 -0.086
C -3.066 2.507 -0.697 -0.133 -0.004 -0.055
N -0.789 0.298 -3.047 1.228 1.319 0.986
H 2.258 -1.378 -0.648 -0.139 0.048 -0.273
C 4.260 0.496 0.147 -0.737 -0.407 0.283
C -4.149 -3.466 2.579 -0.002 -0.116 0.033
H -1.241 -2.891 2.232 0.175 0.005 0.172
H -3.332 4.163 -2.032 -0.009 -0.019 -0.085
C -2.617 -1.323 -5.494 0.156 -0.111 -0.398
H -1.839 5.653 -0.685 0.005 0.002 -0.015
C 6.152 1.873 0.735 0.073 0.039 0.116
H 0.064 3.386 -1.760 -0.124 0.042 0.184
C 4.687 0.500 -1.174 -0.201 -0.140 -0.034
H 6.179 1.158 -2.561 -0.010 -0.008 -0.106
H 5.748 -3.085 3.956 0.024 0.037 0.028
C 6.587 1.843 -0.578 0.052 0.027 -0.047
H 2.529 1.418 5.939 0.074 0.066 -0.045
C -2.023 4.629 -0.385 -0.070 -0.256 0.090
S 0.697 0.788 -2.778 -0.341 0.439 -0.563
H -3.866 -3.342 3.625 0.020 -0.066 0.065
N -1.198 -0.964 3.086 -0.130 0.210 0.059
H -2.870 -1.547 4.262 0.034 0.109 -0.004
H -0.413 5.540 -2.908 0.005 0.097 0.088
H 7.505 2.342 -0.855 0.039 0.062 -0.042
C 0.502 0.742 5.919 0.105 -0.034 0.099
H 2.829 1.058 3.487 -0.010 0.078 0.050
C -2.601 -0.877 3.427 -0.354 0.015 -0.319
C -0.701 -2.334 2.999 0.089 -0.335 -0.221
H -0.760 4.704 1.360 0.020 -0.025 0.041
C 0.923 2.528 -4.892 0.187 -0.055 -0.079
O 0.816 0.965 -1.343 0.024 0.416 -0.009
H -5.240 -3.322 2.497 -0.002 0.086 -0.004
H 6.720 2.402 1.488 0.024 0.052 0.022
```
Positions in Å, forces in eV/Å.

The orbital gap is 5.44 eV. The calculation puts the highest occupied orbital energy at -3.47 eV. The total energy is -157786.155 eV. The calculation puts the relative energy (zero: lowest compared OMol25 entry of this formula, charge and spin) at 23.1 kcal/mol. Its charge is -1. For the maximum force, the calculation gives 2.17 eV/A.

---

[3]
One molecule with the formula C5H8N2 in a non-equilibrium geometry, computed with ωB97M-V/def2-TZVPD.

Geometry as XYZ:
```
15
Properties=species:S:1:pos:R:3:forces:R:3
H 2.649 0.973 -0.670 -0.059 -0.137 0.128
H -2.727 -0.739 0.139 -0.243 0.994 -0.275
C 0.403 -1.317 0.368 0.101 0.041 -0.066
C 2.412 0.161 0.025 0.058 0.009 -0.025
C -0.002 0.823 -0.231 0.063 -0.170 0.063
H -3.025 1.023 0.505 0.195 -0.323 -0.147
H 0.232 1.844 -0.512 -0.076 -0.272 0.065
N -2.613 0.355 -0.157 -0.161 -0.319 0.097
N 0.985 -0.100 0.021 -0.209 -0.063 0.050
H 1.069 -2.152 0.583 -0.180 0.259 -0.048
C -0.980 -1.241 0.340 0.457 0.217 -0.042
H 2.939 -0.741 -0.306 -0.100 0.196 0.065
H 2.775 0.429 1.026 -0.093 -0.028 -0.187
H -2.951 0.572 -1.101 0.157 -0.194 0.305
C -1.166 0.110 -0.028 0.089 -0.209 0.016
```
Positions in Å, forces in eV/Å.

The orbital gap is 7.94 eV. The calculation puts the highest occupied orbital energy at -7.43 eV. The total energy is -8291.063 eV. The calculation puts the relative energy (zero: lowest compared OMol25 entry of this formula, charge and spin) at 90.7 kcal/mol. Its charge is 0. For the maximum force, the calculation gives 1.06 eV/A.

---

[4]
C39H45GaN5O13S as an isolated structure in a non-equilibrium geometry, computed with ωB97M-V/def2-TZVPD.

Geometry as XYZ:
```
104
Properties=species:S:1:pos:R:3:forces:R:3
O 4.452 1.911 -1.549 -0.549 -0.001 1.559
C 3.796 -5.876 1.219 -0.278 -0.231 -0.188
C -4.754 4.126 -0.640 -1.190 -1.366 0.705
O 9.288 -10.421 8.406 -0.285 0.662 -1.605
C -6.159 -0.220 -7.216 0.079 0.130 0.001
C 4.506 -1.792 2.485 -0.034 0.062 0.119
C -0.777 4.147 -0.682 1.847 -0.341 -1.356
H -3.796 2.431 0.569 -0.341 2.320 0.294
H 4.614 -5.509 1.835 -0.338 -0.275 -0.275
C 3.882 -0.544 2.451 0.190 -0.227 0.189
C -1.192 3.379 2.548 3.319 0.559 1.749
Ga -2.066 4.433 0.949 0.441 -0.494 -0.046
H -4.171 8.890 -4.561 -0.140 -0.201 0.032
H -0.473 5.194 -1.166 -0.634 -2.195 0.852
N -4.020 3.444 -7.505 0.832 0.881 0.231
H 0.869 -7.152 -1.001 0.235 -0.112 0.255
C -4.755 7.986 -4.720 -0.248 -0.387 -0.091
O 2.413 0.855 -0.042 2.540 4.063 -3.104
O 9.385 -10.442 6.215 -0.435 0.700 1.588
C -4.745 2.171 -7.405 -0.544 -0.851 0.101
H -1.241 3.455 -1.516 0.993 1.333 1.388
H -7.075 4.519 -1.033 1.363 -1.529 1.681
C -6.402 6.390 -3.960 0.679 0.280 -0.666
H 3.568 0.018 5.796 0.065 -0.161 -0.175
H 1.514 -4.768 -1.054 0.083 -0.189 0.128
H -6.045 0.051 -5.081 0.096 0.152 -0.186
H -4.784 2.170 -5.229 0.019 0.037 -0.320
C 2.382 -7.686 0.469 0.248 0.933 -0.023
H 7.258 -6.305 5.027 0.020 -0.103 0.224
H 2.333 4.454 -1.241 -0.825 -2.588 0.162
H -5.231 5.538 -7.041 -0.168 0.366 0.284
O 5.785 -4.210 2.685 -0.062 0.704 1.639
C 7.150 -6.127 7.172 0.042 -0.075 0.018
C -5.351 6.098 -6.116 -0.278 0.365 0.290
H 3.991 -7.898 1.919 -0.276 0.019 -0.230
N 9.069 -9.920 7.294 0.584 -1.145 0.026
H 5.289 1.734 -0.991 -2.111 0.526 -0.720
C -6.250 5.655 -5.144 0.033 0.131 0.032
C 3.550 0.105 3.642 0.039 -0.065 0.046
C 3.100 -4.997 0.388 -0.042 -0.174 0.002
H -6.567 4.364 0.804 0.424 -0.681 -2.265
C 7.482 -6.775 5.981 0.114 -0.193 0.270
C -5.825 0.291 -8.471 0.125 0.233 0.337
O -3.780 3.884 -8.638 -0.347 -0.438 1.475
H 3.658 -0.073 1.496 -0.039 -0.100 0.231
C -6.377 3.938 -0.281 0.477 -0.181 0.246
O 2.605 -9.837 1.310 -0.910 0.994 -1.146
H -5.758 8.132 -2.826 -0.115 -0.320 -0.157
C 8.106 -8.024 6.015 0.009 0.016 0.104
H -7.441 2.060 -1.128 1.579 0.231 1.747
O -3.693 4.006 -6.449 -0.223 -1.151 -1.718
H -4.598 3.735 1.673 1.247 -0.130 -2.119
C 0.603 3.412 -0.096 -0.766 0.305 0.633
H -4.548 3.321 -1.494 -0.248 2.034 1.467
C 7.431 -6.724 8.402 0.126 -0.237 -0.362
O 5.688 -4.189 4.876 -0.194 0.468 -1.606
C -5.653 7.554 -3.742 -0.050 -0.047 -0.009
H -1.594 2.268 2.715 0.240 2.704 0.858
C 4.793 -2.386 3.721 -0.349 0.681 -0.001
C -5.782 0.457 -6.055 0.079 0.126 -0.357
H -3.914 7.606 -6.667 -0.128 -0.107 0.162
H 4.761 -2.283 1.548 0.038 0.002 0.343
C 3.831 -0.492 4.872 0.140 -0.278 -0.331
H -5.696 1.678 -0.313 -2.263 1.361 0.024
O 3.735 2.808 0.807 -1.472 -1.473 -5.020
N -7.365 5.943 -2.946 -0.830 -0.204 0.850
H 3.071 1.082 3.611 0.079 -0.200 -0.083
H 0.801 4.542 3.140 -2.578 -0.350 0.516
C -5.116 1.490 -8.572 -0.018 0.002 0.031
H 4.663 -2.194 5.885 0.033 -0.045 -0.350
C -5.071 1.655 -6.143 0.002 0.052 -0.064
C 1.832 3.373 -1.185 -0.612 1.225 -1.011
N 5.469 -3.688 3.763 0.330 -0.542 0.215
O -7.995 4.899 -3.168 0.827 1.484 0.308
C -3.942 3.608 0.686 -0.763 -1.080 -0.155
C 2.051 -5.459 -0.408 0.175 -0.261 0.210
O 1.061 -9.471 -0.205 1.332 0.460 1.060
H 7.168 -6.213 9.326 0.072 -0.159 -0.170
S 3.129 2.175 -0.504 0.185 -2.010 7.249
H 0.987 4.035 0.827 -0.687 -1.392 -1.877
H 0.284 2.348 0.311 1.020 2.184 -1.050
O -7.495 6.638 -1.928 0.106 -1.026 -1.571
H 3.375 -3.944 0.363 -0.069 -0.218 0.004
C -4.609 7.262 -5.904 -0.115 -0.024 0.091
C 4.451 -1.742 4.918 0.011 0.012 0.007
H 8.361 -8.515 5.078 0.020 -0.034 0.364
C 8.051 -7.974 8.449 0.018 -0.008 -0.056
N 1.989 -9.099 0.528 -0.348 -1.219 0.043
C 1.688 -6.807 -0.374 0.042 -0.009 0.052
H -6.821 4.747 -5.324 0.037 0.250 0.251
H -0.274 3.701 4.616 1.017 -0.060 -2.503
C -0.154 3.942 3.455 -2.699 -2.364 -0.713
H 6.671 -5.150 7.141 0.087 -0.229 -0.058
H -6.718 -1.151 -7.143 0.125 0.192 -0.010
H -7.231 1.977 0.760 0.957 0.695 -1.873
H -6.120 -0.243 -9.372 0.093 0.157 0.160
H 1.489 3.066 -2.271 0.792 0.295 2.299
H -2.092 6.028 1.203 -0.050 -0.142 0.080
C 8.393 -8.618 7.251 -0.432 0.869 -0.009
H -4.492 5.214 -0.991 -0.494 -2.079 0.717
C 3.441 -7.226 1.264 -0.125 0.006 -0.089
C -6.706 2.301 -0.236 -0.077 0.423 -0.282
H 8.263 -8.426 9.415 0.044 -0.060 -0.360
H -4.866 1.877 -9.558 0.029 0.076 0.358
```
Positions in Å, forces in eV/Å.

The orbital gap is 4.91 eV. The calculation puts the highest occupied orbital energy at -4.54 eV. The total energy is -138431.476 eV. Its charge is -1. For the maximum force, the calculation gives 7.52 eV/A.